Record 1
This record from the Open Molecules 2025 dataset describes a 2-piece molecular cluster, C2H8N2O overall. The level of theory is ωB97M-V/def2-TZVPD.

The HOMO-LUMO gap (spin up / spin down) is 9.74 / 5.43 eV. As for the spin multiplicity: 2. As for the expectation value of S²: 0.777. The highest occupied orbital energy (spin up / spin down) is -14.50 / -14.50 eV. The LUMO energy (spin up / spin down) comes out at -4.76 / -9.07 eV. The charge is +1.

Each line ends with the Löwdin spin population.
Atoms and positions in Å:
C: -0.7026 0.2302 1.8574  0.0714
N: 0.9193 1.4602 -1.2491  0.3489
C: 0.5464 1.0692 0.0141  0.0675
N: -0.3321 0.2177 0.4234  0.4533
H: 0.0760 -0.1764 2.5123  0.0390
H: -1.6783 -0.2452 1.9113  0.0029
H: -0.7565 1.2831 2.2203  0.0094
H: 0.9589 2.4705 -1.3333  0.0073
H: 0.7819 0.7585 -1.9826  0.0032
H: 1.1538 1.5775 0.7735  -0.0018
H: -0.1745 -2.2750 -1.2717  -0.0006
H: -0.6113 -3.5898 -1.7795  0.0000
O: -0.1808 -2.7804 -2.0962  -0.0005

---

Record 2
This record from the Open Molecules 2025 dataset describes a 2-piece molecular cluster, C2H8N2O2 overall. The level of theory is ωB97M-V/def2-TZVPD.

The HOMO-LUMO gap is 10.45 eV. As for the structure (SMILES): O=CO.NCN. The highest occupied orbital energy is -9.59 eV. The LUMO energy comes out at 0.86 eV. The charge is 0.

Each line ends with the natural charge from an NBO analysis.
Atoms and positions in Å:
O: -0.6707 0.2890 -2.6680  -0.5605
C: -1.4469 0.6508 -1.8983  0.6482
O: -1.5477 -0.0045 -0.7088  -0.7211
H: -1.9059 1.6811 -1.7368  0.1169
H: -0.5751 -0.3103 -0.6410  0.5049
N: 0.8944 -1.4718 2.0956  -0.8685
C: 1.1632 -0.0145 1.9610  -0.0608
N: 1.1669 0.6127 0.6546  -0.8832
H: 1.7059 -1.9898 1.8615  0.3557
H: 0.0200 -1.8886 1.7668  0.3772
H: 2.1373 0.1980 2.5554  0.1542
H: 0.3289 0.3405 2.6261  0.1914
H: 1.8256 0.3378 -0.1038  0.3779
H: 1.4826 1.5515 1.0585  0.3676

---

Record 3
This record from the Open Molecules 2025 dataset describes a 2-piece molecular cluster, C2H8N2O2 overall. The level of theory is ωB97M-V/def2-TZVPD.

The HOMO-LUMO gap is 10.28 eV. As for the structure (SMILES): O=CO.NCN. The highest occupied orbital energy is -9.47 eV. The LUMO energy comes out at 0.81 eV. The charge is 0.

Each line ends with the natural charge from an NBO analysis.
Atoms and positions in Å:
O: -0.8505 2.5359 -1.1545  -0.5816
C: 0.1615 2.2254 -0.5908  0.6558
O: 0.2946 2.0267 0.7263  -0.7105
H: 1.0822 2.0327 -1.1501  0.0995
H: -0.5093 1.5301 0.9790  0.5143
N: -0.8215 -0.4412 0.6900  -0.8859
C: -0.0944 -1.5831 0.0469  -0.0498
N: 1.2255 -1.2317 -0.3832  -0.8613
H: -1.0615 -0.7181 1.6368  0.3602
H: -1.7308 -0.3270 0.2477  0.3669
H: -0.6648 -2.0143 -0.7671  0.1818
H: -0.0526 -2.3423 0.8267  0.1581
H: 1.7014 -0.6235 0.2600  0.3792
H: 1.3200 -1.0697 -1.3678  0.3734

---

Record 4
This record from the Open Molecules 2025 dataset describes a 2-piece molecular cluster, C2H8N2O2 overall. The level of theory is ωB97M-V/def2-TZVPD.

The HOMO-LUMO gap is 8.79 eV. As for the structure (SMILES): O=CO.NCN. The highest occupied orbital energy is -8.43 eV. The LUMO energy comes out at 0.36 eV. The charge is 0.

Each line ends with the natural charge from an NBO analysis.
Atoms and positions in Å:
O: -0.9011 -0.6808 1.4375  -0.5520
C: -2.0588 -0.9966 1.3119  0.6433
O: -2.4748 -2.2427 0.9864  -0.6813
H: -2.8666 -0.3195 1.6478  0.0959
H: -3.3588 -2.4224 1.3489  0.4934
N: 1.1135 -0.1746 -1.5948  -0.8485
C: 1.8977 0.6549 -0.7270  -0.0543
N: 1.2218 1.6826 -0.0121  -0.8674
H: 0.4828 -0.8405 -1.1209  0.3593
H: 0.5276 0.4093 -2.1708  0.3404
H: 2.4054 0.0105 0.0049  0.1843
H: 2.6207 1.1756 -1.3656  0.1659
H: 0.6302 2.3105 -0.5796  0.3501
H: 0.7604 1.4336 0.8334  0.3709

---

What did we get for energy relative to the best compared isomer or geometry (same formula, charge and spin)? Answer: 2.518 2.431 1.396 1.447 eV, in the order shown.
What did we get for largest force on an atom? Answer: 3.614 5.399 1.151 1.869 eV Å⁻¹, in the order shown.